The ion C4H11N2S with charge -1. Source: the OMol25 dataset; level of theory: the ωB97M-V functional and the def2-TZVPD basis.

Atoms and positions in Å:
N -0.612 -1.903 2.966
C -0.880 -2.466 1.636
N -0.210 -1.865 0.500
C -0.701 -0.536 0.110
C 0.380 0.256 -0.629
C -0.150 1.424 -1.459
S 1.087 2.663 -1.863
H 0.382 -2.034 3.134
H -0.716 -0.888 2.893
H -1.949 -2.371 1.438
H -0.580 -3.517 1.682
H 0.800 -1.811 0.630
H -1.061 0.012 0.983
H -1.599 -0.662 -0.505
H 1.097 0.600 0.132
H 0.910 -0.478 -1.226
H -1.027 1.806 -0.905
H -0.621 0.985 -2.349

Results
- Charge: -1
- Frontier orbital gap: 5.86 eV
- ΔE to the lowest compared entry with this formula, charge and spin: 16.5 kcal/mol
- Lowest unoccupied orbital energy: 0.130 Ha
- Energy: -18142.3806 eV



The ion C19H14N5O12 with charge -1 at a distorted geometry. Source: the OMol25 dataset; level of theory: the ωB97M-V functional and the def2-TZVPD basis.

Atoms and positions in Å:
C -1.477 0.837 3.899
C -2.608 0.244 3.067
C -3.936 0.364 3.796
O -2.793 0.901 1.807
C -1.912 0.695 0.787
O -1.525 1.618 0.110
C -1.525 -0.761 0.506
C -0.035 -0.774 0.133
C 0.942 -0.288 1.172
C 1.618 -1.222 1.979
C 2.793 -0.889 2.619
C 3.271 0.434 2.526
N 4.500 0.768 3.150
O 4.919 1.944 3.068
O 5.126 -0.137 3.752
C 2.550 1.414 1.818
C 1.377 1.054 1.171
C -1.662 -1.613 1.769
O -1.168 -2.730 1.817
O -2.324 -1.153 2.848
H -0.520 0.773 3.373
H -1.699 1.886 4.138
H -1.407 0.262 4.832
H -4.735 -0.003 3.154
H -3.919 -0.203 4.729
H -4.124 1.414 4.023
H 0.226 -1.810 -0.134
H 0.089 -0.143 -0.754
H 1.216 -2.240 2.062
H 3.361 -1.617 3.194
H 2.931 2.430 1.786
H 0.794 1.799 0.625
O -0.473 -5.004 -3.903
N -1.159 -5.031 -2.867
O -1.557 -6.112 -2.357
C -1.536 -3.820 -2.180
C -2.285 -3.947 -0.996
C -2.769 -2.840 -0.338
N -3.808 -2.954 0.627
O -4.222 -4.074 0.977
O -4.305 -1.884 1.066
C -2.357 -1.387 -0.609
C -1.652 -1.390 -1.928
N -1.462 -0.273 -2.737
O -1.717 0.909 -2.655
O -0.947 -0.803 -3.990
N -0.814 -2.150 -3.940
C -1.278 -2.494 -2.681
H -2.513 -4.949 -0.618
H -3.300 -0.838 -0.762

Results
- Charge: -1
- Frontier orbital gap: 5.76 eV
- ΔE to the lowest compared entry with this formula, charge and spin: 3.3 kcal/mol
- Lowest unoccupied orbital energy: 0.029 Ha
- Energy: -51940.8079 eV



A structure of composition C40H43MnN7OSi. Source: the OMol25 dataset; level of theory: the ωB97M-V functional and the def2-TZVPD basis.

Atoms and positions in Å:
Mn -0.372 0.086 -0.010
C 3.439 -1.255 -1.694
C 3.869 -2.292 -0.866
C 3.240 -2.487 0.340
C 2.174 -1.653 0.712
N 1.725 -0.689 -0.117
C 2.368 -0.496 -1.277
N 1.693 -1.877 1.983
C 0.687 -1.262 2.520
N -0.209 -0.356 1.995
C -1.084 0.045 2.981
N -2.050 0.908 2.961
C -2.316 1.770 1.917
C -3.328 2.703 2.188
C -3.620 3.681 1.269
C -2.894 3.729 0.080
C -1.940 2.760 -0.135
N -1.657 1.785 0.740
C -0.776 -0.714 4.219
C -1.354 -0.690 5.473
C -0.796 -1.517 6.441
C 0.310 -2.320 6.158
C 0.893 -2.327 4.896
C 0.322 -1.514 3.937
H 3.904 -1.050 -2.645
H 4.691 -2.928 -1.159
H 3.549 -3.249 1.037
H 1.956 0.294 -1.897
H -3.838 2.629 3.135
H -4.397 4.405 1.473
H -3.077 4.479 -0.673
H -1.380 2.717 -1.057
H -2.202 -0.056 5.681
H -1.221 -1.536 7.435
H 0.721 -2.945 6.938
H 1.754 -2.936 4.666
C 1.666 1.894 -4.441
C 0.286 2.414 -4.025
C 0.472 3.410 -2.880
C -0.309 3.160 -5.220
Si -0.816 0.957 -3.454
O -0.514 0.520 -1.945
C -0.451 -0.504 -4.596
C -0.880 -0.582 -5.922
C -0.532 -1.649 -6.734
C 0.254 -2.677 -6.236
C 0.687 -2.627 -4.920
C 0.336 -1.551 -4.118
C -2.665 1.362 -3.608
C -3.309 1.843 -4.751
C -4.683 2.011 -4.800
C -5.464 1.697 -3.697
C -4.854 1.218 -2.550
C -3.478 1.056 -2.516
H 2.275 2.726 -4.802
H 1.606 1.151 -5.235
H 2.205 1.445 -3.604
H 1.223 4.157 -3.152
H 0.801 2.922 -1.962
H -0.452 3.951 -2.664
H 0.337 4.001 -5.485
H -1.297 3.560 -5.001
H -0.383 2.522 -6.103
H -1.508 0.193 -6.337
H -0.881 -1.683 -7.758
H 0.522 -3.513 -6.867
H 1.295 -3.427 -4.517
H 0.675 -1.526 -3.089
H -2.736 2.110 -5.627
H -5.146 2.388 -5.701
H -6.538 1.824 -3.734
H -5.448 0.973 -1.679
H -3.014 0.674 -1.612
C -2.944 -1.649 0.428
C -3.821 -2.922 0.414
N -3.261 -3.914 -0.500
C -3.048 -3.274 -1.800
C -1.953 -2.190 -1.693
N -1.669 -1.919 -0.266
C -1.064 -3.126 0.322
C -1.965 -4.348 0.022
H -2.725 -1.321 1.448
H -3.433 -0.820 -0.090
H -4.841 -2.690 0.102
H -3.874 -3.372 1.408
H -3.997 -2.840 -2.120
H -2.772 -4.036 -2.530
H -2.245 -1.260 -2.182
H -1.014 -2.515 -2.157
H -0.961 -2.960 1.398
H -0.060 -3.249 -0.092
H -2.129 -4.939 0.924
H -1.506 -5.001 -0.722

Results
- Frontier orbital gap (alpha / beta): 6.97 / 7.37 eV
- ΔE to the lowest compared entry with this formula, charge and spin: 0.0 kcal/mol
- ⟨S²⟩: 8.75
- Lowest unoccupied orbital energy (alpha / beta): -0.025 / -0.026 Ha
- Energy: -93859.5783 eV
- 2S+1: 6